Record 1
DFT (the ωB97M-V functional and the def2-TZVPD basis) results for a 2-piece molecular cluster, C6H10S overall.

Results
largest force on an atom = 2.63 eV Å⁻¹
HOMO level (alpha / beta) = -7.09 / -7.16 eV
E_LUMO (alpha / beta) = 0.02 / -0.16 eV
frontier orbital gap (alpha / beta) = 7.106 / 7.000 eV
2S+1 = 1
energy above the lowest of the compared OMol25 structures with the same formula, charge and spin = 4.588 eV

Structure (XYZ):
```
17
Properties=species:S:1:pos:R:3:nbo_charge:R:1
C -1.88538 -0.79668 -0.59722 -0.40
C -1.05425 0.19573 -0.97650 -0.26
C 1.50245 -0.52501 0.20387 -0.09
C 0.97484 -1.84506 0.64621 -0.76
C 0.14275 2.21189 0.04594 -0.67
C -0.46600 0.91676 0.07133 -0.11
S 2.88149 0.06173 -0.34893 0.09
H -2.06397 -1.63149 -1.24824 0.20
H -1.97864 -0.90996 0.48386 0.18
H -0.78417 0.51084 -2.00345 0.22
H 0.13718 -1.66057 1.37915 0.24
H 0.53019 -2.42777 -0.10655 0.26
H 1.82278 -2.45673 0.99171 0.24
H 0.41031 2.62986 -0.92188 0.22
H 1.01717 2.13800 0.73666 0.24
H -0.57030 2.96006 0.53070 0.22
H -0.61644 0.62841 1.11335 0.19
```



Record 2
DFT (the ωB97M-V functional and the def2-TZVPD basis) results for a 2-piece molecular cluster, C6H10S2 overall.

Results
SMILES string = CC=C1CC1.S=CS
largest force on an atom = 3.74 eV Å⁻¹
HOMO level = -8.79 eV
E_LUMO = -0.64 eV
frontier orbital gap = 8.153 eV
2S+1 = 1
energy above the lowest of the compared OMol25 structures with the same formula, charge and spin = 3.421 eV

Structure (XYZ):
```
18
Properties=species:S:1:pos:R:3:nbo_charge:R:1
C 0.09200 -1.41117 -0.48120 -0.64
C -0.58095 -0.11299 -0.93148 -0.20
C -0.46373 0.92116 -0.12580 0.01
C -0.83768 2.31418 0.12340 -0.45
C -0.05336 1.49910 1.18012 -0.45
H -0.59224 -1.99478 0.23549 0.22
H 1.04246 -1.09421 -0.02707 0.22
H 0.49067 -2.06011 -1.34605 0.21
H -1.30682 0.01505 -1.72003 0.21
H -1.85350 2.45066 0.51659 0.21
H -0.41666 3.22734 -0.12767 0.23
H 1.06742 1.79694 1.23301 0.22
H -0.44475 1.17058 2.10717 0.22
S 3.30730 0.94476 -0.64433 -0.04
C 3.20448 -0.75497 -0.70744 -0.48
S 3.58347 -1.71002 0.64536 0.13
H 2.95406 -1.20749 -1.65109 0.22
H 3.41877 -0.57870 1.44258 0.17
```



Record 3
DFT (the ωB97M-V functional and the def2-TZVPD basis) results for C6H10S2 as an isolated structure.

Results
largest force on an atom = 4.90 eV Å⁻¹
HOMO level = -8.95 eV
E_LUMO = 0.60 eV
frontier orbital gap = 9.552 eV
2S+1 = 1
energy above the lowest of the compared OMol25 structures with the same formula, charge and spin = 3.376 eV

Structure (XYZ):
```
18
Properties=species:S:1:pos:R:3:nbo_charge:R:1
C -3.21043 -0.73178 0.92776 -0.39
C -1.96360 -0.46347 1.12004 -0.20
C -1.38827 0.86191 1.68802 -0.57
C 0.60020 -0.46973 -1.37977 -0.58
C 1.77707 -1.52582 -1.53314 -0.22
C 2.40300 -1.73844 -2.77250 -0.41
H -3.99292 -0.01914 1.23985 0.19
H -3.60128 -1.71946 0.52697 0.21
H -1.24589 -1.18533 0.76247 0.20
H -2.07956 1.51350 2.08852 0.22
H -0.86505 0.55156 2.59980 0.22
H -0.41829 -0.78028 -1.37555 0.23
H 0.58918 0.32996 -2.15882 0.23
H 2.19900 -2.21870 -0.38030 0.24
H 2.17356 -0.96401 -3.71758 0.22
H 3.09095 -2.56715 -2.87487 0.21
S -0.18903 1.80243 0.68474 0.10
S 1.11669 0.16401 0.25194 0.09
```



Record 4
DFT (the ωB97M-V functional and the def2-TZVPD basis) results for C6H11AlClN2O2S as an isolated structure.

Results
largest force on an atom = 3.96 eV Å⁻¹
HOMO level = -4.71 eV
E_LUMO = 2.56 eV
frontier orbital gap = 7.277 eV
net charge = -1
2S+1 = 1

Structure (XYZ):
```
24
Properties=species:S:1:pos:R:3:nbo_charge:R:1
C 4.45322 -0.65066 0.09553 -0.38
C 3.70617 -0.70236 1.06852 0.04
C 2.74293 -0.49664 2.29943 -1.04
Al 0.87936 -1.26506 1.87796 1.35
S 1.05100 -2.72917 0.10242 -0.72
C -0.48145 0.19734 1.41339 -1.04
C 0.20470 1.58745 1.64653 0.57
O 0.26849 2.01977 2.78199 -0.58
Cl 0.90499 2.49659 0.23079 -0.13
H 5.02197 -0.27435 -0.79328 0.23
H 2.71278 0.61966 2.53263 0.24
H 3.17097 -0.98603 3.23671 0.23
H 0.32054 -2.03757 3.16996 -0.42
H 0.39932 -2.06686 -0.91395 0.15
H -1.39178 0.05248 2.06411 0.24
H -0.84272 0.18272 0.33763 0.24
C -2.37282 0.53473 -2.57601 0.77
O -1.16964 0.60017 -2.41665 -0.64
N -2.97935 -0.53464 -3.16348 -0.85
N -3.22010 1.52509 -2.18003 -0.85
H -3.96962 -0.60807 -3.30352 0.38
H -2.38565 -1.28701 -3.46844 0.41
H -2.80834 2.33122 -1.74094 0.41
H -4.21497 1.49121 -2.30126 0.38
```